#A
{"formula": "C2H7N5O", "method": "wB97M-V/def2-TZVPD", "symbols": ["H", "N", "O", "H", "H", "N", "H", "H", "H", "N", "N", "N", "C", "H", "C"], "positions_angstrom": [[3.861, -0.363, 0.084], [2.838, 0.489, 0.089], [-0.557, -0.542, 0.340], [-0.866, 1.705, -0.746], [0.642, 0.542, 1.464], [-3.002, -0.626, 0.029], [3.474, 1.536, -0.139], [-3.922, -0.247, -0.177], [-2.784, -1.398, 0.593], [0.494, 0.263, 0.435], [1.511, -1.295, -0.744], [-1.898, 1.315, -0.565], [1.532, -0.086, -0.171], [0.524, -1.375, -0.414], [-1.848, 0.082, -0.077]], "nbo_charge": [0.428, -0.944, -0.387, 0.359, 0.388, -0.824, 0.432, 0.443, 0.396, -0.323, -0.702, -0.757, 0.491, 0.328, 0.671], "homo_energy_ev": -8.75, "lumo_ev": 0.55, "gap_ev": 9.3, "multiplicity": 1}



#B
{"formula": "C2H7N5O", "method": "wB97M-V/def2-TZVPD", "symbols": ["N", "H", "H", "C", "O", "N", "H", "H", "H", "C", "N", "H", "N", "H", "N"], "positions_angstrom": [[-2.116, -1.049, 0.619], [-0.004, 1.934, 0.350], [-1.128, 1.290, -1.218], [-1.278, -0.399, -0.133], [0.761, 1.692, -0.195], [-1.533, 0.913, -0.341], [-0.040, -1.781, -0.886], [-2.430, 1.227, -0.094], [-1.811, -2.000, 0.776], [1.191, -0.486, 0.016], [1.097, 0.672, 0.790], [2.087, 0.872, 1.155], [-0.048, -0.759, -0.633], [3.067, -0.844, 0.021], [2.185, -1.280, -0.226]], "nbo_charge": [-0.721, 0.499, 0.403, 0.564, -0.580, -0.831, 0.414, 0.401, 0.336, 0.573, -0.381, 0.362, -0.676, 0.345, -0.709], "homo_energy_ev": -9.31, "lumo_ev": 0.77, "gap_ev": 10.1, "multiplicity": 1}



Of them, #B has the highest stability.



#A
{"formula": "CH3N3O3", "method": "wB97M-V/def2-TZVPD", "symbols": ["H", "C", "H", "N", "O", "N", "H", "O", "N", "O"], "positions_angstrom": [[-1.096, 1.071, 1.161], [1.042, -0.874, -0.395], [-0.568, 1.404, -0.421], [1.006, 0.663, 1.754], [0.221, 1.330, 2.371], [-0.794, 0.678, 0.248], [1.942, -1.328, 0.102], [0.574, -1.183, -1.419], [0.374, 0.090, 0.543], [2.153, 0.485, 1.898]], "nbo_charge": [0.397, 0.540, 0.350, 0.653, -0.391, -0.628, 0.151, -0.496, -0.237, -0.338], "homo_energy_ev": -9.78, "lumo_ev": -0.09, "gap_ev": 9.7, "multiplicity": 1}



#B
{"formula": "CH3N3O3", "method": "wB97M-V/def2-TZVPD", "symbols": ["N", "O", "H", "N", "H", "O", "N", "H", "C", "O"], "positions_angstrom": [[0.640, 0.414, -0.174], [-2.223, -1.732, -0.673], [0.429, -0.649, 1.260], [2.015, 0.464, 0.037], [2.532, 1.094, -0.492], [-3.268, 0.127, 0.044], [-0.064, -0.332, 0.541], [2.450, 0.439, 1.003], [-2.705, -0.746, -0.344], [0.193, 0.922, -1.203]], "nbo_charge": [0.473, -0.534, 0.314, -0.669, 0.392, -0.505, -0.463, 0.389, 1.035, -0.432], "homo_energy_ev": -10.34, "lumo_ev": 0.52, "gap_ev": 10.9, "multiplicity": 1}



Of them, #B has the highest stability.



#A
{"formula": "C6H9N2", "method": "wB97M-V/def2-TZVPD", "symbols": ["C", "H", "C", "N", "N", "H", "H", "H", "C", "H", "H", "C", "C", "H", "H", "H", "C"], "positions_angstrom": [[1.957, -0.774, -0.234], [0.614, -2.318, 0.164], [1.329, 1.361, 0.072], [2.270, 0.502, -0.145], [0.891, -1.324, 0.267], [-1.961, 1.301, 0.178], [-1.027, -1.001, -1.228], [-1.017, 2.914, -0.384], [-0.253, -0.558, 0.581], [-0.335, -0.711, 1.761], [-1.880, -1.949, -0.143], [-1.447, -0.974, -0.232], [-0.014, 1.049, 0.166], [1.623, 2.377, 0.037], [2.546, -1.565, -0.667], [-2.273, -0.247, -0.174], [-1.024, 1.915, -0.020]], "nbo_charge": [0.413, 0.445, 0.245, -0.455, -0.472, 0.216, 0.220, 0.249, -0.075, 0.242, 0.247, -0.625, -0.148, 0.222, 0.226, 0.236, -0.184], "homo_energy_ev": -14.61, "lumo_ev": -5.83, "total_charge": 1, "gap_ev": 8.8, "multiplicity": 1}



#B
{"formula": "C6H9N2", "method": "wB97M-V/def2-TZVPD", "symbols": ["C", "H", "C", "H", "H", "N", "H", "C", "N", "H", "C", "H", "H", "H", "C", "H", "C"], "positions_angstrom": [[-1.527, 0.095, 0.563], [1.612, 1.801, -0.591], [-2.608, 0.424, -0.267], [2.729, 0.827, 0.292], [0.037, 0.685, -2.123], [-2.098, 0.718, -1.471], [1.138, -1.553, 1.928], [1.203, -1.300, 0.847], [-0.410, 0.299, -0.151], [0.579, -1.999, 0.203], [1.806, 0.896, -0.170], [-3.634, 0.171, -0.193], [-1.732, 0.005, 1.657], [-2.753, 0.762, -2.221], [0.925, -0.008, 0.225], [2.315, -1.434, 0.437], [-0.763, 0.614, -1.387]], "nbo_charge": [-0.054, 0.212, -0.031, 0.224, 0.262, -0.452, 0.272, -0.676, -0.299, 0.234, -0.347, 0.252, 0.277, 0.462, 0.159, 0.264, 0.240], "homo_energy_ev": -13.96, "lumo_ev": -3.43, "total_charge": 1, "gap_ev": 10.5, "multiplicity": 1}



#C
{"formula": "C6H9N2", "method": "wB97M-V/def2-TZVPD", "symbols": ["H", "N", "H", "C", "H", "N", "C", "C", "H", "H", "H", "H", "C", "H", "C", "H", "C"], "positions_angstrom": [[-0.956, 0.626, -2.112], [-0.208, -1.355, 1.357], [0.587, 2.844, -2.013], [0.341, -2.356, 0.669], [1.496, 1.791, -0.830], [0.136, -0.502, -0.652], [0.780, 1.886, -1.636], [-0.179, 1.025, -1.621], [1.128, -2.297, -1.406], [-1.722, 1.380, 0.700], [-0.354, -1.251, 2.297], [-0.933, 0.888, 2.252], [-0.331, -0.231, 0.570], [-0.079, 1.879, 0.880], [-0.794, 1.013, 1.111], [0.523, -3.395, 1.016], [0.565, -1.944, -0.581]], "nbo_charge": [0.222, -0.478, 0.264, -0.051, 0.251, -0.378, -0.375, 0.126, 0.253, 0.269, 0.431, 0.254, 0.425, 0.263, -0.694, 0.274, -0.054], "homo_energy_ev": -13.80, "lumo_ev": -3.46, "total_charge": 1, "gap_ev": 10.3, "multiplicity": 1}



Of them, #B has the highest stability.



#A
{"formula": "C5H6", "method": "wB97M-V/def2-TZVPD", "symbols": ["H", "C", "H", "C", "H", "C", "H", "H", "H", "C", "C"], "positions_angstrom": [[0.998, -0.618, -1.763], [0.645, -0.454, -0.771], [-1.477, -0.774, -1.599], [-2.249, 0.527, -0.072], [-0.932, -0.366, 1.328], [1.357, -0.346, 0.295], [2.374, -0.424, 0.240], [0.800, -0.192, 1.217], [-2.202, -1.603, 0.624], [-0.933, -0.313, -0.787], [-1.705, -0.621, 0.559]], "nbo_charge": [0.209, -0.144, 0.215, 0.285, 0.269, -0.414, 0.209, 0.179, 0.249, -0.405, -0.652], "homo_energy_ev": -8.42, "lumo_ev": -0.64, "gap_ev": 7.8, "multiplicity": 1}



#B
{"formula": "C5H6", "method": "wB97M-V/def2-TZVPD", "symbols": ["H", "C", "C", "H", "C", "H", "H", "C", "H", "C", "H"], "positions_angstrom": [[2.009, -0.904, -0.181], [0.152, 0.218, 0.009], [-2.493, -0.003, -0.028], [0.252, 2.319, 0.066], [0.919, -1.101, -0.007], [0.828, -1.678, 0.947], [1.865, 1.434, -0.046], [0.786, 1.406, -0.015], [-3.557, -0.081, 0.006], [-1.284, 0.145, 0.030], [0.524, -1.757, -0.781]], "nbo_charge": [0.216, -0.082, -0.213, 0.205, -0.623, 0.225, 0.196, -0.342, 0.237, -0.042, 0.223], "homo_energy_ev": -9.11, "lumo_ev": 1.08, "gap_ev": 10.2, "multiplicity": 1}



#C
{"formula": "C5H6", "method": "wB97M-V/def2-TZVPD", "symbols": ["H", "H", "H", "C", "H", "C", "C", "H", "C", "H", "C"], "positions_angstrom": [[0.370, 2.272, -0.024], [-1.421, -1.262, -0.853], [-1.973, 1.123, -0.080], [1.202, 0.198, 0.018], [2.315, 0.359, -0.007], [0.170, 1.215, -0.011], [-0.859, -0.867, 0.006], [1.180, -1.957, -0.084], [-1.025, 0.606, 0.025], [-1.196, -1.293, 0.929], [0.634, -1.026, -0.018]], "nbo_charge": [0.215, 0.244, 0.210, -0.238, 0.217, -0.245, -0.502, 0.212, -0.173, 0.247, -0.186], "homo_energy_ev": -8.50, "lumo_ev": 1.25, "gap_ev": 9.7, "multiplicity": 1}



Of them, #C has the highest stability.